21
Properties=species:S:1:pos:R:3:mulliken_charge:R:1 method="wB97M-V/def2-TZVPD" multiplicity=1 e_lumo_ev=1.1 relative_energy_kj_mol=400.9
H 1.2371 2.0316 0.8192 0.355
C 1.7487 -0.7248 0.9302 -1.176
H 1.9471 -0.3491 -1.1924 0.366
H -2.9488 -1.5229 0.8898 0.359
C -0.9456 0.7094 -1.4854 -0.984
H -1.8059 -0.9084 -0.3769 0.330
C -1.2188 0.6624 -0.2188 -0.573
H -1.3604 1.2893 -2.2875 0.322
H 0.0828 2.8267 -0.2729 0.416
C 0.8331 2.0297 -0.1972 -1.585
H 0.6027 -1.3968 -0.7823 0.371
C 0.2115 0.6928 -0.5407 1.297
H -1.8363 -2.5323 -0.1044 0.337
H 2.3661 -1.6283 0.9432 0.369
C 1.1451 -0.5024 -0.4570 -0.615
H -1.8844 1.0284 0.5525 0.451
H -1.2147 -1.6175 1.2920 0.204
H 2.3833 0.1130 1.2404 0.333
H 1.6367 2.2552 -0.8995 0.329
C -1.9464 -1.6146 0.4563 -1.168
H 0.9671 -0.8413 1.6914 0.263

21
Properties=species:S:1:pos:R:3:mulliken_charge:R:1 method="wB97M-V/def2-TZVPD" multiplicity=1 e_lumo_ev=0.1 relative_energy_kj_mol=520.7
C 1.7091 -0.4502 0.3600 -0.131
H -2.8154 1.2025 0.4918 0.378
H 3.2168 0.7797 -0.6737 0.335
C 0.4445 1.2383 -0.9250 -1.441
C -0.5978 -1.0180 -0.1512 -0.998
H -0.2802 -2.0096 0.1258 0.515
C 3.0862 0.0051 0.0832 -1.354
H -3.3632 -0.3138 1.0929 0.371
H -1.8888 0.2277 -1.2754 0.291
C -2.4567 0.1890 0.7678 -1.382
H 3.8263 -0.7771 -0.0909 0.340
C 0.5343 -0.1067 -0.2043 1.049
H 1.1223 1.9586 -0.4709 0.414
H 3.5059 0.5090 0.9705 0.328
H -2.5735 -1.3457 -0.8406 0.314
H -0.5128 1.6679 -0.6240 0.389
C -1.9564 -0.5237 -0.4820 -0.619
H 1.6238 -1.1702 1.1750 0.346
H -1.5983 0.3487 1.3966 0.462
H 0.4828 1.1580 -2.0083 0.265
H -1.5089 -1.5694 1.2826 0.128

21
Properties=species:S:1:pos:R:3:mulliken_charge:R:1 method="wB97M-V/def2-TZVPD" multiplicity=1 e_lumo_ev=-1.5 relative_energy_kj_mol=674.8
H -2.8021 -0.5167 1.0551 0.345
H -0.8650 -0.1838 -2.3140 0.165
C -1.4885 -0.3918 -1.4442 -0.818
H 1.1347 0.2378 -1.2451 0.237
C 2.3834 -1.3595 0.5495 -1.248
H -2.2074 1.2381 1.3888 0.275
C -1.3876 0.3767 -0.2865 0.652
H -0.1826 -2.0260 0.2953 0.521
H 0.2244 -1.0945 0.4205 -0.817
C -2.0850 0.2783 0.9024 -1.017
H 2.3745 -2.2433 1.1762 0.382
C 1.1966 -0.4304 0.7561 0.289
C -0.2428 1.4241 -0.2045 -0.863
H 3.3240 -0.8176 0.6591 0.340
H -2.3739 -0.8824 -1.8454 0.306
H 1.9330 1.4130 -0.1980 0.415
C 1.1163 0.6798 -0.2360 -0.617
H 2.3034 -1.6431 -0.5037 0.360
H -0.2636 1.9989 -1.1359 0.322
H 0.9054 -0.1371 1.7637 0.398
H -0.5252 1.9604 0.6956 0.373